Formula: C40H65FN2O7SbSi
Source: the Open Molecules 2025 dataset
Level of theory: ωB97M-V/def2-TZVPD

Output
Net charge = -1
Kohn-Sham gap = 4.30 eV
HOMO energy = -3.20 eV

Each line ends with the Mulliken charge.
Geometry (Å):
C 1.396 -1.870 2.633  -0.485
O 0.540 -0.846 2.170  -0.441
C 0.035 -1.106 0.867  -0.255
C -0.198 0.191 0.108  -1.063
C -0.405 -0.081 -1.398  3.235
C 0.416 0.840 -2.305  -2.433
Sb 2.600 0.417 -2.353  0.446
C 2.695 0.985 -4.554  -1.141
C 2.340 2.415 -4.813  -0.164
F 2.916 2.927 -6.007  -0.375
C 2.271 -1.708 -2.956  -1.523
C 1.041 -2.042 -3.788  -0.256
O 0.268 -3.047 -3.112  -0.348
C -0.988 -3.321 -3.691  -1.051
C -2.134 -2.949 -2.746  0.732
O -3.104 -2.182 -3.455  -0.526
C -3.700 -1.131 -2.846  0.573
C -4.228 -0.139 -3.668  -1.212
C -4.907 0.928 -3.113  -0.144
C -5.066 1.079 -1.731  -0.223
C -5.910 2.212 -1.167  3.205
C -5.798 2.311 0.362  -2.438
C -7.393 1.814 -1.462  -2.054
C -5.701 3.581 -1.851  -2.709
C -4.345 4.301 -1.838  3.055
C -3.289 3.647 -2.746  -1.955
C -3.762 4.479 -0.422  -1.629
C -4.605 5.710 -2.418  -2.029
C -4.521 0.082 -0.929  0.112
C -3.864 -1.016 -1.473  -0.776
Si 5.184 0.178 -2.142  0.672
C 5.620 0.613 -0.346  -1.179
C 6.039 1.485 -3.216  -1.207
C 5.878 -1.555 -2.483  -1.302
H 1.500 -1.764 3.715  0.292
H 2.379 -1.775 2.168  0.157
H 0.988 -2.864 2.443  0.275
H 0.759 -1.708 0.310  0.413
H -0.911 -1.660 0.938  0.157
H 0.647 0.855 0.260  0.328
H -1.107 0.651 0.503  0.247
H -1.466 0.055 -1.633  -1.099
H -0.144 -1.118 -1.621  -0.862
H 0.304 1.876 -1.965  0.729
H 0.028 0.826 -3.328  0.509
H 2.894 2.162 -1.944  -0.185
H 2.522 -0.011 -0.608  -0.191
H 2.028 0.322 -5.114  0.448
H 3.711 0.775 -4.898  0.541
H 2.673 3.074 -4.007  0.183
H 1.257 2.537 -4.901  0.135
H 2.234 -2.295 -2.037  0.455
H 3.158 -2.019 -3.511  0.552
H 0.405 -1.179 -4.005  0.209
H 1.353 -2.457 -4.756  0.400
H -1.129 -2.786 -4.631  0.406
H -1.017 -4.400 -3.868  0.295
H -2.627 -3.849 -2.369  0.332
H -1.715 -2.416 -1.894  -0.432
H -4.116 -0.217 -4.741  0.441
H -5.333 1.668 -3.779  0.390
H -6.187 3.267 0.705  0.377
H -6.348 1.491 0.822  0.560
H -4.763 2.229 0.698  0.409
H -7.621 1.955 -2.519  0.417
H -7.519 0.755 -1.241  0.448
H -8.071 2.400 -0.842  0.478
H -6.424 4.260 -1.386  0.584
H -6.024 3.481 -2.891  0.362
H -2.802 2.796 -2.278  0.276
H -2.539 4.389 -3.024  0.570
H -3.751 3.307 -3.674  0.264
H -3.097 3.666 -0.137  0.189
H -3.178 5.400 -0.383  0.452
H -4.549 4.594 0.321  0.281
H -3.712 6.326 -2.335  0.488
H -4.894 5.644 -3.469  0.412
H -5.422 6.201 -1.883  0.440
H -4.613 0.109 0.147  0.398
H -3.472 -1.787 -0.822  0.329
H 4.796 1.196 0.079  0.240
H 6.537 1.198 -0.268  0.519
H 5.705 -0.291 0.257  0.243
H 5.454 2.403 -3.104  0.274
H 6.097 1.241 -4.274  0.310
H 7.034 1.700 -2.816  0.437
H 5.312 -2.335 -1.977  0.312
H 6.939 -1.611 -2.226  0.383
H 5.809 -1.754 -3.558  0.299
C 0.061 -4.522 7.961  -0.440
C -1.206 -4.835 7.487  -0.352
C -1.408 -5.054 6.134  -0.488
C -0.325 -4.957 5.280  0.137
C 0.944 -4.642 5.727  -0.324
C 1.132 -4.423 7.083  -0.472
N -0.526 -5.191 3.838  1.098
O -1.656 -5.413 3.452  -0.633
O 0.457 -5.132 3.134  -0.611
H 0.214 -4.353 9.019  0.376
H -2.040 -4.908 8.171  0.364
H -2.387 -5.293 5.747  0.451
H 1.766 -4.560 5.031  0.490
H 2.118 -4.172 7.450  0.396
C 5.326 1.825 6.975  -0.422
C 5.089 0.546 7.461  -0.395
C 4.826 -0.493 6.583  -0.446
C 4.809 -0.226 5.228  0.051
C 5.039 1.039 4.721  -0.353
C 5.299 2.071 5.609  -0.490
N 4.540 -1.324 4.281  1.045
O 4.304 -2.425 4.745  -0.616
O 4.561 -1.049 3.105  -0.515
H 5.533 2.634 7.664  0.369
H 5.109 0.356 8.526  0.368
H 4.638 -1.493 6.943  0.455
H 5.012 1.212 3.655  0.587
H 5.479 3.067 5.231  0.380

Forces on atoms 1 to 3 (eV/Å):
-0.1011 0.1983 0.0445
-0.2355 -0.0323 0.1644
0.3277 0.3220 -0.0878

***

Formula: C40H65MgN5PSi2
Source: the Open Molecules 2025 dataset
Level of theory: ωB97M-V/def2-TZVPD

Output
Net charge = -1
Kohn-Sham gap = 6.14 eV
Relative energy (zero: lowest compared OMol25 entry of this formula, charge and spin) = 0.0 kJ/mol
HOMO energy = -3.65 eV

Each line ends with the Mulliken charge.
Geometry (Å):
Mg 11.883 9.753 11.955  0.916
C 9.397 10.202 15.375  -1.441
C 10.884 10.416 15.588  0.915
C 11.165 11.866 15.306  -1.844
P 11.911 9.304 14.521  0.612
C 11.580 7.623 15.389  0.456
C 11.730 7.654 16.877  -1.462
C 12.693 6.706 14.801  -1.499
C 13.571 9.797 14.819  -0.029
C 13.929 10.320 16.085  -0.669
C 15.167 10.836 16.313  0.469
C 15.504 11.218 17.752  -1.896
C 16.179 10.647 15.337  -1.295
C 15.773 10.291 14.068  -0.710
C 14.429 9.947 13.704  0.683
N 13.975 9.966 12.435  1.010
C 14.966 9.707 11.406  -1.475
C 15.824 8.596 11.363  1.685
C 15.874 7.523 12.446  -1.960
C 16.673 8.431 10.284  -1.344
C 16.734 9.328 9.289  0.974
C 17.716 9.044 8.127  -1.514
C 15.884 10.410 9.287  -0.790
C 14.991 10.606 10.334  1.095
C 14.022 11.783 10.263  -1.114
H 8.730 10.897 15.917  0.450
H 9.101 9.136 15.777  0.267
H 9.109 10.220 14.342  0.084
H 11.076 10.232 16.667  0.559
H 10.947 12.061 14.275  -0.247
H 12.130 12.216 15.523  0.342
H 10.453 12.477 15.858  0.639
H 10.556 7.379 15.022  0.645
H 12.673 8.089 17.228  0.201
H 11.703 6.638 17.249  0.512
H 10.951 8.221 17.429  0.317
H 13.612 7.195 15.111  0.366
H 12.690 6.726 13.738  0.069
H 12.443 5.697 15.166  0.561
H 13.217 10.164 16.871  0.414
H 15.706 10.370 18.293  0.407
H 14.771 11.805 18.260  0.407
H 16.466 11.806 17.768  0.364
H 17.213 10.798 15.420  0.462
H 16.545 10.171 13.299  0.384
H 15.963 6.567 11.955  0.587
H 14.974 7.481 13.052  0.092
H 16.722 7.683 13.073  0.537
H 17.336 7.560 10.380  0.283
H 17.102 9.110 7.152  0.301
H 18.114 8.026 8.102  0.359
H 18.532 9.760 8.006  0.294
H 15.907 11.103 8.371  0.167
H 14.362 12.440 9.470  0.490
H 13.960 12.160 11.274  0.120
H 13.036 11.483 9.907  0.090
C 10.201 5.986 11.445  -1.175
Si 11.401 6.971 10.334  0.166
C 13.123 6.656 11.011  0.058
C 11.339 6.220 8.617  -1.527
N 11.151 8.707 10.449  1.084
C 9.901 9.192 10.166  0.667
C 8.901 8.521 9.409  -0.202
C 7.667 9.150 9.110  -0.896
C 7.411 10.435 9.550  -1.299
C 8.410 11.105 10.287  -0.508
C 9.645 10.540 10.613  -0.232
N 10.630 11.236 11.364  0.070
Si 10.525 12.909 11.698  0.621
C 12.047 13.662 12.590  -0.957
C 10.536 14.058 10.079  -1.523
C 8.980 13.192 12.791  -1.537
H 10.238 4.951 11.234  0.421
H 9.184 6.342 11.298  0.345
H 10.437 6.157 12.456  0.185
H 13.377 7.421 11.707  -1.122
H 14.006 6.504 10.456  0.645
H 13.006 5.640 11.541  0.352
H 11.957 5.300 8.490  0.368
H 11.672 6.991 7.913  0.271
H 10.396 5.952 8.258  0.537
H 9.254 7.624 8.878  -0.018
H 6.921 8.752 8.440  0.330
H 6.496 10.958 9.267  0.320
H 8.305 12.132 10.563  0.297
H 12.619 12.878 13.179  -0.144
H 11.755 14.392 13.353  0.558
H 12.728 14.093 11.853  0.379
H 11.511 14.116 9.656  0.305
H 10.368 15.056 10.475  0.556
H 9.686 13.848 9.395  0.274
H 8.467 12.211 12.897  0.260
H 8.233 13.860 12.277  0.385
H 9.165 13.658 13.744  0.585
C 12.007 10.005 5.804  -0.254
C 10.557 9.497 5.608  -0.606
N 9.615 10.653 5.642  -0.185
C 10.100 11.646 4.670  -0.694
C 11.521 12.192 5.069  -0.694
N 11.978 11.392 6.197  -0.147
C 11.041 11.613 7.326  0.844
C 9.603 11.146 7.017  -0.261
H 12.557 9.881 4.844  0.418
H 12.589 9.452 6.645  0.048
H 10.234 8.731 6.306  0.245
H 10.479 9.131 4.575  0.406
H 9.332 12.377 4.648  0.430
H 10.201 11.102 3.722  0.322
H 11.429 13.214 5.414  0.291
H 12.231 12.102 4.283  0.465
H 11.132 12.683 7.534  0.147
H 11.420 11.049 8.212  -0.923
H 8.958 12.021 7.144  0.256
H 9.323 10.347 7.710  -0.302

Forces on atoms 1 to 3 (eV/Å):
0.7416 0.7452 -0.1256
-1.0705 -2.7259 1.3758
-0.1692 0.3028 0.8990